Molecular formula: C72H156F12N3O11P2
Method: DFT, wB97M-V/def2-TZVPD

HOMO level, eV: -8.84
Frontier orbital gap, eV: 7.53

Structure (ORCA input):
```
! RIJCOSX wB97M-V def2-TZVPD def2/J DEFGRID3
* xyz 1 1
P 20.004 13.321 13.621
P 13.127 18.575 20.810
F 13.276 15.716 27.596
F 24.118 15.975 17.904
F 24.994 14.555 19.253
F 16.270 15.965 17.652
F 15.061 15.800 26.281
F 16.872 14.096 16.622
F 18.640 17.653 21.706
F 14.877 14.965 16.350
F 13.134 15.018 25.578
F 25.612 16.640 19.376
F 20.250 17.210 23.120
F 18.184 16.518 23.458
O 14.949 12.009 19.477
O 17.997 15.859 15.031
O 20.021 14.365 22.371
O 22.174 15.642 19.554
O 21.234 20.950 18.225
O 18.413 15.111 20.877
O 16.208 17.354 15.424
O 14.074 17.618 24.735
O 20.034 18.662 27.797
O 13.324 18.386 26.826
O 23.245 17.623 20.339
N 16.072 13.068 22.239
N 19.868 18.153 17.846
N 21.312 15.841 26.436
C 9.519 19.063 23.478
C 19.162 16.704 22.504
C 16.176 12.489 12.147
C 20.531 15.211 25.362
C 20.559 11.584 17.750
C 14.772 15.048 23.102
C 15.589 14.528 21.977
C 20.807 16.008 13.284
C 19.910 13.463 15.390
C 14.636 18.832 27.108
C 18.336 13.483 12.934
C 22.763 15.441 26.390
C 24.170 19.467 21.412
C 21.302 17.414 26.123
C 15.451 13.772 11.924
C 20.804 11.742 13.196
C 16.263 20.757 22.536
C 21.097 13.634 21.718
C 12.243 19.974 20.030
C 13.367 17.334 25.763
C 9.616 21.389 19.496
C 16.238 15.293 16.477
C 12.591 16.806 18.389
C 21.437 9.053 10.424
C 13.709 15.962 26.356
C 21.209 12.213 22.241
C 24.493 15.867 19.198
C 16.720 16.017 15.219
C 19.985 16.651 17.979
C 14.847 18.992 21.232
C 17.565 18.424 19.031
C 19.460 15.487 21.537
C 23.241 16.673 12.800
C 12.279 18.170 22.260
C 16.216 19.550 14.462
C 15.999 18.088 14.236
C 17.244 12.510 13.285
C 18.879 19.404 28.104
C 17.667 11.642 23.529
C 16.055 12.839 19.602
C 14.076 12.572 18.533
C 17.098 21.466 21.491
C 21.909 18.092 16.435
C 14.911 20.047 22.272
C 20.970 11.322 11.711
C 20.824 13.050 17.659
C 11.706 21.166 20.882
C 16.849 12.682 20.920
C 23.797 18.034 21.570
C 20.752 15.683 27.796
C 10.855 22.114 20.021
C 21.618 9.913 11.663
C 23.250 16.121 20.125
C 21.164 14.519 12.938
C 19.990 18.160 26.545
C 20.188 13.735 25.560
C 22.600 20.850 18.202
C 21.771 16.870 12.380
C 14.926 12.243 22.605
C 20.567 18.701 19.046
C 23.412 15.474 24.993
C 20.644 20.230 19.287
C 13.411 17.139 19.682
C 20.486 18.501 16.541
C 21.154 13.535 16.275
C 15.064 20.186 26.396
C 18.409 18.559 17.743
C 17.089 13.063 23.327
C 12.904 17.641 17.215
C 9.888 17.587 22.976
C 12.091 17.132 16.064
C 10.871 17.603 21.828
H 21.351 16.237 28.531
H 18.430 13.535 11.836
H 18.193 14.558 13.192
H 19.284 13.453 26.217
H 11.509 16.686 18.589
H 20.995 16.363 18.396
H 20.772 14.618 28.015
H 21.607 16.384 11.403
H 21.134 14.357 11.856
H 22.059 14.223 21.810
H 17.223 19.798 14.514
H 11.196 20.830 21.803
H 16.120 14.368 11.247
H 15.722 20.090 13.656
H 19.889 17.910 15.859
H 21.560 11.973 11.119
H 10.517 18.148 20.981
H 19.645 20.669 19.447
H 13.834 14.435 23.130
H 21.569 17.458 25.097
H 18.701 19.391 29.189
H 21.013 12.038 23.319
H 11.015 16.545 21.556
H 14.663 18.935 28.168
H 9.858 20.569 18.704
H 18.008 18.002 16.931
H 21.010 16.126 14.339
H 16.970 20.121 22.995
H 22.096 14.088 13.312
H 19.334 12.540 15.692
H 21.267 20.296 20.163
H 13.968 17.575 16.916
H 20.249 11.195 18.718
H 23.272 16.123 27.066
H 16.546 12.156 11.238
H 24.649 17.411 21.962
H 21.561 9.586 9.496
H 20.916 13.526 20.641
H 20.336 15.834 20.960
H 23.106 14.666 24.403
H 20.333 19.583 16.294
H 16.801 22.442 21.190
H 19.773 16.237 13.214
H 16.720 17.768 13.444
H 15.237 21.013 27.112
H 12.918 20.367 19.296
H 19.931 13.573 18.015
H 19.081 17.510 26.402
H 17.529 17.416 19.424
H 17.255 20.825 20.611
H 20.932 15.466 24.414
H 13.289 11.875 18.317
H 24.626 19.827 22.343
H 23.024 21.401 17.313
H 18.166 11.512 24.437
H 15.373 18.053 26.800
H 23.050 21.431 19.069
H 18.470 11.446 22.802
H 19.533 15.666 25.321
H 24.436 15.173 25.175
H 22.628 18.646 17.002
H 14.946 14.646 21.044
H 14.542 16.120 23.103
H 19.944 11.213 11.317
H 15.120 11.253 22.259
H 12.233 19.038 22.917
H 21.326 9.310 12.521
H 11.070 17.089 16.406
H 8.933 17.155 22.554
H 22.826 14.415 26.665
H 21.044 13.162 25.902
H 23.538 15.665 12.489
H 20.407 8.594 10.522
H 22.242 8.300 10.356
H 16.561 13.356 24.311
H 12.245 17.314 25.578
H 15.393 19.266 20.320
H 22.173 18.418 15.407
H 21.494 14.546 16.320
H 19.234 16.218 18.719
H 12.957 15.817 18.179
H 18.142 21.675 21.878
H 15.417 11.737 12.403
H 13.591 13.507 18.660
H 8.984 22.130 18.994
H 9.551 19.725 22.634
H 17.047 11.576 21.084
H 17.701 13.891 23.082
H 10.616 22.990 20.570
H 19.939 18.989 25.812
H 16.809 12.931 14.197
H 19.746 16.215 16.985
H 22.704 10.049 11.835
H 16.913 10.936 23.394
H 19.791 11.130 17.126
H 15.819 13.860 19.387
H 11.551 22.449 19.194
H 16.575 18.634 18.661
H 19.249 14.339 15.594
H 21.446 10.966 17.510
H 12.033 17.732 15.175
H 15.676 19.822 15.387
H 12.323 16.128 15.846
H 14.651 12.616 17.597
H 12.521 21.754 21.295
H 10.307 19.442 24.157
H 23.210 20.007 21.214
H 21.418 17.937 12.209
H 17.737 11.565 13.418
H 23.281 16.735 13.898
H 23.013 19.860 18.247
H 22.198 11.780 22.033
H 11.353 19.642 19.540
H 14.182 20.785 22.024
H 17.735 19.131 19.818
H 19.931 13.414 24.569
H 16.121 20.010 26.094
H 14.431 17.290 19.297
H 9.155 20.833 20.356
H 22.152 17.914 26.642
H 16.633 14.950 21.864
H 14.078 12.519 21.978
H 15.260 14.316 12.824
H 23.076 17.867 22.407
H 12.841 17.522 22.932
H 19.983 18.174 19.787
H 22.022 12.936 15.994
H 15.248 14.927 24.103
H 23.515 15.756 21.168
H 21.607 13.381 18.359
H 14.629 12.316 23.692
H 14.975 17.874 13.802
H 16.098 15.592 14.389
H 12.714 18.711 17.303
H 20.281 10.967 13.765
H 10.269 17.019 23.767
H 23.909 17.293 12.272
H 24.840 19.670 20.526
H 14.403 20.499 25.563
H 14.549 13.657 11.346
H 17.991 18.997 27.685
H 18.381 19.602 17.445
H 15.194 18.019 21.590
H 21.988 17.080 16.715
H 19.688 16.081 27.754
H 14.632 19.611 23.234
H 21.789 11.758 13.684
H 8.547 19.152 24.010
H 18.972 20.468 27.806
H 13.411 16.272 20.371
H 20.509 11.581 21.659
H 16.072 21.403 23.341
H 21.560 18.215 19.134
H 17.719 13.223 20.943
H 23.525 16.393 24.479
H 16.801 12.642 18.800
*
```